A molecular structure, C30H32N2O6STeV, computed with wB97M-V/def2-TZVPD.

XYZ file:
```
73
Properties=species:S:1:pos:R:3:forces:R:3
V 1.69415 -2.12529 -1.50631 0.127 0.249 -0.207
O 2.07226 -1.19054 -3.27639 0.438 -0.205 0.111
C 3.36646 -0.86508 -3.67597 -0.064 -0.184 -0.049
C 4.26406 -0.82947 -2.45023 -0.044 0.004 0.057
N 3.96198 -1.99048 -1.58886 0.074 -0.014 -0.042
C 4.49737 -3.24821 -2.12319 -0.058 0.007 0.030
C 3.42882 -4.34564 -2.24575 0.032 0.008 -0.109
O 3.78731 -5.47150 -2.54047 0.020 -0.037 0.014
O 2.21489 -3.95851 -2.04844 -0.014 0.039 0.091
C 4.33809 -1.71100 -0.20587 0.031 -0.007 -0.014
C 3.36775 -0.67101 0.36654 0.015 0.047 0.091
O 3.70726 0.01828 1.31758 0.004 0.012 -0.014
O 2.23320 -0.63216 -0.23618 -0.081 -0.116 0.020
H 1.04194 -0.52205 -3.52904 -0.732 0.248 0.188
H 3.39086 0.10777 -4.18031 0.065 0.036 0.011
H 3.74017 -1.60833 -4.39591 -0.011 0.000 -0.025
H 4.03987 0.07462 -1.88426 0.003 -0.033 0.036
H 5.32912 -0.81919 -2.71453 0.021 0.029 -0.028
H 5.32253 -3.62694 -1.51749 0.010 0.005 0.025
H 4.89172 -3.08712 -3.12830 -0.013 -0.013 0.017
H 5.36785 -1.35055 -0.10946 0.010 -0.002 0.006
H 4.23961 -2.62635 0.38340 0.001 -0.012 -0.004
C -1.43976 6.01781 3.97420 0.000 0.001 0.000
C -1.32029 4.85286 3.02796 -0.001 0.006 0.002
C -2.36318 3.95933 2.85363 -0.001 -0.004 -0.006
C -2.26274 2.86641 1.99158 0.007 0.016 -0.006
C -3.44552 1.94619 1.86432 0.001 -0.012 0.014
C -1.06967 2.65960 1.29037 0.045 -0.004 0.012
Te -0.80457 1.00144 -0.02002 0.000 -0.023 -0.060
N -0.13520 -1.68642 -1.78882 -0.111 -0.182 0.042
C -0.67433 -1.01303 -2.73421 0.006 -0.008 0.254
O -0.05349 -0.18516 -3.54586 0.234 0.049 -0.363
C -2.16224 -1.08458 -2.95467 -0.004 0.044 -0.063
C -2.90022 -2.10353 -2.36093 -0.016 0.012 -0.015
C -4.27351 -2.17071 -2.53935 0.007 -0.005 0.008
C -4.92488 -1.21038 -3.30437 -0.004 0.004 -0.003
C -4.19243 -0.19306 -3.90031 0.002 0.000 0.008
C -2.81541 -0.13568 -3.73351 -0.007 -0.017 0.000
C -1.23543 -0.46683 1.43844 0.017 0.039 0.079
C -2.26456 -1.36345 1.16539 0.002 -0.009 -0.022
C -2.63537 -2.32883 2.09012 -0.002 -0.001 -0.023
C -1.98387 -2.38577 3.31306 -0.001 0.001 0.022
C -0.94745 -1.50333 3.58106 -0.026 0.015 0.015
C -0.53831 -0.54555 2.65244 -0.026 0.019 -0.018
C 0.63098 0.34059 2.97185 0.001 -0.001 0.016
C -0.00089 3.56054 1.44942 -0.010 -0.023 0.001
C 1.31163 3.38136 0.72999 -0.010 -0.010 0.002
C -0.14862 4.64068 2.31071 0.001 0.002 0.001
H -2.46308 6.12923 4.33306 0.001 0.001 0.001
H -1.14558 6.95130 3.49098 0.000 -0.002 0.000
H -0.79285 5.88349 4.84416 0.000 -0.001 -0.001
H -3.29091 4.11329 3.39646 0.000 0.000 0.000
H -4.35471 2.44361 2.20429 -0.001 -0.001 0.007
H -3.30663 1.04343 2.46393 -0.002 0.000 -0.011
H -3.58039 1.62051 0.83192 -0.003 0.001 -0.003
H -2.36753 -2.82901 -1.75911 0.008 -0.003 0.004
H -4.84010 -2.97183 -2.07938 0.001 0.001 0.002
H -5.99933 -1.25646 -3.43625 0.001 -0.002 -0.001
H -4.69599 0.55845 -4.49666 0.000 -0.001 -0.001
H -2.22807 0.64516 -4.19676 0.000 0.004 -0.001
H -2.78458 -1.29570 0.21752 0.003 -0.003 0.013
H -3.43627 -3.02056 1.85892 -0.001 0.003 -0.002
H -2.27489 -3.11959 4.05541 0.001 -0.004 0.001
H -0.42640 -1.56160 4.53089 0.004 0.000 -0.005
H 0.31590 1.37318 3.13200 -0.022 0.022 0.012
H 1.35571 0.34270 2.15503 0.017 -0.017 -0.013
H 1.13515 -0.00374 3.87603 0.006 -0.001 -0.018
H 1.18555 3.43610 -0.35308 -0.001 0.000 -0.003
H 1.75425 2.40511 0.94136 0.000 0.009 0.004
H 2.01681 4.15762 1.02892 -0.004 0.000 -0.001
H 0.68068 5.33126 2.43116 -0.003 0.001 0.002
S 0.74655 -3.66936 1.66573 -0.002 -0.001 -0.113
C 1.14879 -3.07832 0.33041 0.058 0.022 0.027
```
Positions in Å, forces in eV/Å.

Properties
Orbital gap (spin up / spin down) ... 6.871 / 6.892 eV
DFT total energy ... -90714.6899 eV
Total charge ... -1
⟨S²⟩ ... 2.02
Energy above the lowest of the compared OMol25 structures with the same formula, charge and spin ... 8.08 kcal per mole
2S+1 ... 3
Largest force on an atom ... 0.0155 Eh/bohr